[1]
{"formula": "C4H10N2O2", "method": "ωB97M-V/def2-TZVPD", "symbols": ["O", "C", "N", "C", "C", "N", "C", "O", "H", "H", "H", "H", "H", "H", "H", "H", "H", "H"], "xyz": [[-2.47370, 1.49635, -0.60277], [-2.26847, 0.75691, -1.55222], [-1.03845, 0.32963, -1.87566], [0.13717, 0.80784, -1.14857], [0.11746, 0.45188, 0.33693], [1.37186, -0.14995, 0.79339], [1.24813, -1.15556, 1.82530], [2.35701, -2.04157, 1.84648], [-3.13727, 0.48450, -2.16406], [-0.83543, -0.33644, -2.59993], [0.99470, 0.38268, -1.67006], [0.13389, 1.88094, -1.28566], [-0.75794, -0.17500, 0.49503], [-0.04810, 1.31635, 0.97139], [2.02575, -0.36523, 0.06071], [1.19219, -0.60981, 2.77775], [0.38575, -1.79561, 1.72787], [3.10583, -1.58470, 1.52456]], "atomic_forces_ev_per_a": [[0.3, 0.0, -0.1], [-0.7, 0.8, 0.7], [0.7, -0.6, -0.2], [-0.6, 0.3, -0.1], [0.5, 0.0, 0.4], [-0.2, -0.1, -0.2], [0.9, 0.4, 0.4], [-1.4, -0.5, 0.2], [0.4, -0.6, -0.4], [-0.6, 0.0, -0.1], [0.1, 0.1, 0.2], [0.3, 0.3, 0.1], [0.1, -0.5, 0.1], [-0.3, 0.4, -0.2], [-0.2, -0.5, -0.2], [-0.1, -0.3, 0.1], [-0.6, -0.2, -0.2], [1.3, 0.8, -0.3]], "mulliken_charge": [-0.538, -0.042, -0.159, -0.689, -0.423, -0.351, -0.196, -0.529, 0.408, 0.219, 0.476, 0.207, 0.293, 0.280, 0.235, 0.241, 0.282, 0.288], "e_lumo_ev": 0.7, "de_lowest_kcal_mol": 53.40, "charge": 0}

[2]
{"formula": "C5H10O", "method": "ωB97M-V/def2-TZVPD", "symbols": ["C", "O", "C", "C", "C", "C", "H", "H", "H", "H", "H", "H", "H", "H", "H", "H"], "xyz": [[-0.70200, -0.18895, -2.24063], [-0.49448, 0.74120, -1.20843], [0.38405, 0.26082, -0.22695], [-0.10435, -0.90263, 0.66870], [0.33563, -0.08685, 1.90681], [0.47026, 1.16602, 1.00964], [-1.19910, -1.10068, -1.87424], [0.24651, -0.48183, -2.71888], [-1.34465, 0.28715, -2.98516], [1.37059, 0.04811, -0.67222], [-1.19233, -1.00539, 0.60236], [0.36075, -1.88206, 0.51911], [1.29373, -0.42130, 2.31516], [-0.38516, -0.02205, 2.72634], [-0.41069, 1.81247, 1.05615], [1.37122, 1.77599, 1.12223]], "atomic_forces_ev_per_a": [[-0.1, -0.2, -0.2], [0.0, 0.1, 0.0], [0.2, 0.0, 0.1], [-0.1, -0.2, -0.1], [0.0, 0.0, 0.2], [0.0, 0.2, 0.0], [0.1, 0.1, 0.0], [-0.1, 0.1, 0.1], [0.1, -0.1, 0.1], [-0.1, 0.0, 0.0], [0.1, 0.0, 0.0], [-0.1, 0.2, 0.0], [-0.1, 0.0, -0.1], [0.1, 0.0, -0.1], [0.1, -0.1, 0.0], [-0.2, -0.1, 0.0]], "mulliken_charge": [-0.736, -0.390, 0.322, -0.801, -0.408, -0.790, 0.281, 0.303, 0.254, 0.356, 0.284, 0.295, 0.235, 0.273, 0.235, 0.286], "e_lumo_ev": 1.2, "de_lowest_kcal_mol": 30.66, "charge": 0}

[3]
{"formula": "C5H14N2S", "method": "ωB97M-V/def2-TZVPD", "symbols": ["C", "C", "C", "S", "N", "C", "C", "N", "H", "H", "H", "H", "H", "H", "H", "H", "H", "H", "H", "H", "H", "H"], "xyz": [[-1.03500, -1.62823, 1.07111], [-0.56276, -0.14739, 1.12548], [-1.63774, 0.74157, 1.70457], [-1.99173, 1.11527, 3.47883], [-0.41452, 0.32251, -0.33610], [0.94356, -0.02376, -0.82373], [1.14577, 0.49471, -2.48279], [2.60723, 0.40065, -2.52101], [-2.04716, -1.60415, 1.39700], [-0.42966, -2.42559, 1.68298], [-1.07336, -2.15038, 0.11479], [0.44916, 0.05057, 1.60205], [-2.67422, 0.76416, 1.29402], [-1.08064, 1.70239, 1.36036], [-1.41689, 0.32455, 4.40557], [-1.12889, -0.14436, -0.89868], [1.57590, 0.70685, -0.20451], [1.17490, -1.10486, -0.76588], [0.68221, -0.29609, -3.10223], [0.68788, 1.54602, -2.68874], [3.15880, 0.92478, -1.92608], [3.06718, 0.43079, -3.48702]], "atomic_forces_ev_per_a": [[1.8, -1.8, 1.5], [0.0, -1.4, -2.1], [1.5, 3.2, -0.1], [-0.4, 0.4, 0.4], [0.6, -0.4, 1.0], [-1.1, 2.9, -1.9], [0.4, -0.1, 3.5], [-0.2, -1.6, -4.5], [-0.8, -0.4, 0.6], [-1.1, 1.8, -0.6], [0.3, 0.7, -0.5], [-1.4, -0.4, -0.3], [1.1, -0.6, -0.3], [-1.8, -0.9, 0.8], [0.3, -0.5, -0.8], [0.3, 0.0, 0.3], [-0.2, -1.6, -1.0], [0.3, 0.6, 0.0], [0.3, 0.6, 0.1], [0.6, -1.9, 0.5], [0.6, 1.5, 1.6], [-1.2, 0.0, 1.9]], "mulliken_charge": [-1.322, 0.492, -0.983, -0.283, -0.443, -0.607, -0.359, -0.478, 0.427, 0.267, 0.366, 0.449, 0.317, 0.328, 0.111, 0.271, 0.322, 0.232, 0.296, 0.240, 0.164, 0.193], "e_lumo_ev": 1.0, "de_lowest_kcal_mol": 59.50, "charge": 0}

[4]
{"formula": "C26H27BrN4Pd", "method": "ωB97M-V/def2-TZVPD", "symbols": ["Pd", "C", "N", "C", "C", "C", "C", "C", "C", "C", "C", "H", "H", "H", "H", "H", "H", "H", "H", "H", "H", "H", "H", "C", "N", "C", "C", "C", "C", "C", "N", "C", "C", "C", "C", "C", "C", "H", "H", "H", "H", "H", "H", "H", "H", "H", "H", "H", "Br", "C", "C", "C", "N", "C", "C", "H", "H", "H", "H"], "xyz": [[0.62006, 0.44368, 0.08819], [3.49696, 1.66368, -0.10911], [3.06326, 0.29408, 0.17179], [3.59176, -0.61882, -0.83721], [3.43906, -0.08922, 1.54089], [2.39196, 0.32118, 2.54959], [2.72736, 0.55688, 3.87719], [1.73866, 0.85038, 4.80549], [0.40316, 0.93538, 4.42039], [0.06026, 0.73828, 3.09219], [1.04836, 0.43688, 2.15819], [4.58136, 1.76178, 0.00649], [3.01256, 2.35208, 0.58559], [3.23386, 1.92848, -1.13371], [4.68476, -0.65842, -0.79191], [3.30206, -0.27062, -1.83161], [3.20226, -1.62502, -0.68521], [4.40536, 0.36388, 1.80349], [3.56966, -1.17702, 1.58279], [3.76006, 0.50838, 4.18819], [2.00816, 1.01968, 5.83759], [-0.36384, 1.15998, 5.14909], [-0.97744, 0.83138, 2.78509], [-2.73494, -0.48602, -0.12431], [-1.73394, 0.53998, -0.15471], [-2.11654, 1.78108, -0.17881], [-1.17084, 2.81588, -0.28601], [-1.37164, 4.22418, -0.24991], [-0.14424, 4.79548, -0.45081], [0.78146, 3.71758, -0.60491], [0.18196, 2.54438, -0.49441], [-3.43314, -0.53452, -1.46721], [-2.65644, -0.61452, -2.62571], [-3.26604, -0.79772, -3.84971], [-4.65214, -0.85882, -3.92881], [-5.42654, -0.73872, -2.77951], [-4.82134, -0.54582, -1.55061], [-3.47604, -0.28182, 0.65649], [-2.25724, -1.44952, 0.07879], [-3.17414, 2.04598, -0.11431], [-2.30494, 4.72238, -0.07861], [0.10286, 5.83968, -0.48751], [1.82996, 3.82728, -0.81001], [-1.57804, -0.54902, -2.53911], [-2.67164, -0.87992, -4.74611], [-5.13514, -0.96062, -4.88851], [-6.50364, -0.78302, -2.84411], [-5.42534, -0.44762, -0.66101], [0.79546, -6.51402, -0.36251], [0.63316, -4.62852, -0.37251], [0.44156, -3.92422, 0.81629], [0.35926, -2.54702, 0.76759], [0.46846, -1.84462, -0.36811], [0.63136, -2.52322, -1.50591], [0.71716, -3.90482, -1.56131], [0.36206, -4.43992, 1.75969], [0.20206, -1.97572, 1.67629], [0.69776, -1.94072, -2.41761], [0.84986, -4.41012, -2.50611]], "atomic_forces_ev_per_a": [[-0.8, -0.1, -0.3], [0.0, 0.5, 0.0], [-1.6, 0.5, -0.1], [0.0, -0.4, -0.4], [-0.1, -0.2, 0.6], [0.0, -0.1, -1.6], [-0.7, 0.0, 0.2], [-0.2, 0.0, -0.1], [0.7, -0.2, 0.2], [-0.6, -0.1, -1.5], [0.3, 0.5, 0.9], [0.0, -0.1, 0.0], [0.1, 0.0, 0.0], [0.0, 0.0, 0.1], [0.0, 0.1, 0.0], [0.0, 0.0, 0.1], [0.0, 0.1, 0.1], [-0.1, -0.1, -0.1], [-0.1, 0.1, -0.1], [0.1, -0.1, -0.1], [0.0, 0.0, 0.0], [0.0, 0.0, -0.1], [0.1, 0.0, 0.0], [-0.6, -0.9, 0.5], [2.1, 0.9, -0.6], [0.7, 0.4, 0.5], [-1.0, 0.8, 0.1], [-0.2, -1.2, -0.2], [0.8, -0.6, 0.2], [0.2, 0.7, 0.6], [0.5, -1.4, 0.5], [0.2, 0.0, -0.2], [-0.2, -0.2, 0.4], [-0.1, 0.1, -0.1], [-0.2, 0.1, 0.2], [0.1, 0.1, -0.4], [0.4, -0.2, 0.1], [0.1, -0.2, 0.1], [-0.1, 0.1, 0.1], [0.1, -0.2, 0.0], [-0.3, 0.1, 0.0], [0.0, 0.1, -0.2], [0.2, -0.1, -0.2], [0.0, 0.0, -0.1], [0.1, 0.0, -0.1], [0.0, -0.1, -0.1], [-0.1, 0.0, 0.0], [-0.1, 0.0, 0.1], [-0.1, 0.7, 0.0], [0.1, -0.1, 0.0], [0.0, -0.1, -0.2], [0.0, -0.3, 0.3], [0.2, 0.8, 1.2], [0.1, 0.2, -0.5], [-0.1, -0.1, 0.3], [0.0, 0.0, 0.1], [0.0, -0.1, 0.0], [0.0, 0.0, 0.0], [0.0, 0.1, -0.1]], "mulliken_charge": [-0.312, -1.216, 0.595, -1.129, -0.940, 1.197, -1.055, -0.615, -0.733, -0.178, 0.510, 0.438, 0.393, 0.348, 0.345, 0.301, 0.404, 0.464, 0.488, 0.500, 0.432, 0.454, 0.469, -1.522, 0.744, -0.226, 0.264, -0.832, -0.790, -0.238, 0.058, 0.685, -0.012, -0.728, -0.455, -0.608, -0.497, 0.494, 0.286, 0.428, 0.499, 0.473, 0.556, 0.273, 0.422, 0.403, 0.416, 0.389, -0.046, -0.033, -0.780, -0.351, 0.740, -0.677, -0.642, 0.525, 0.608, 0.528, 0.490], "e_lumo_ev": -9.4, "de_lowest_kcal_mol": 59.37, "charge": 2}

no.,orbital gap (eV),HOMO level (eV)
1,9.54,-8.843
2,10.79,-9.595
3,9.75,-8.773
4,4.45,-13.874